# 1
Computed, not measured: a 2-piece molecular cluster, C2H5ClOS overall at a distorted geometry, with the ωB97M-V functional and the def2-TZVPD basis.

Calculated values
- molar mass (g/mol) = 112.58
- total energy (eV) = -27557.8078
- LUMO (spin up / spin down) (eV) = -1.234 / -1.233

Last column: Löwdin charge in e.
Geometry (Å):
1 Cl 2.0535 0.5259 0.8548  0.69
2 S -1.1689 -0.8481 1.8172  0.27
3 O 0.6007 -1.0961 -0.6353  -0.06
4 C -0.1745 1.1328 -0.6539  -0.13
5 C 0.5782 0.0852 0.0124  -0.89
6 H 0.0245 2.2404 -0.5966  0.11
7 H -1.1428 -2.0990 1.2471  -0.27
8 H -1.2290 0.9580 -0.3376  0.07
9 H 0.6666 -1.7570 0.0817  0.08
10 H -0.2083 0.8579 -1.7897  0.13

Atomic forces in eV per Å
-0.7 -0.2 -0.1
1.3 0.2 -1.1
0.1 0.5 0.8
-2.2 1.0 -2.7
-0.1 -1.3 1.4
0.4 -1.5 0.5
0.0 0.7 0.2
0.7 0.3 -0.3
0.3 0.0 -0.6
0.3 0.4 1.9

=====

# 2
Computed, not measured: a 2-piece molecular cluster, C2H5ClS2 overall at a distorted geometry, with the ωB97M-V functional and the def2-TZVPD basis.

Calculated values
- molar mass (g/mol) = 128.65
- total energy (eV) = -36344.9523
- LUMO (eV) = -0.022

Last column: Löwdin charge in e.
Geometry (Å):
1 Cl -2.0442 0.2359 -0.2518  0.48
2 S 1.2189 1.2188 1.6973  0.75
3 S 0.9139 -1.6589 0.9888  0.73
4 C -1.1288 0.3142 -1.7318  -0.60
5 C 0.7811 -0.0449 0.6381  -1.09
6 H -0.0590 0.4119 -1.3098  -0.02
7 H 1.3942 -1.6136 2.2525  -0.14
8 H -1.5432 1.1729 -2.4606  0.07
9 H -1.2198 -0.5403 -2.4338  0.03
10 H 1.6870 0.5038 2.6111  -0.22

Atomic forces in eV per Å
-1.0 -0.3 0.2
-1.4 0.4 -3.0
0.1 0.7 0.1
0.9 1.7 -2.4
0.4 0.7 0.1
-1.6 0.1 -1.4
0.1 -0.3 0.4
1.2 -1.4 2.1
-0.1 -0.1 1.1
1.3 -1.6 2.8

=====

# 3
Computed, not measured: a 2-piece molecular cluster, C2H5ClS2 overall at a distorted geometry, with the ωB97M-V functional and the def2-TZVPD basis.

Calculated values
- molar mass (g/mol) = 128.65
- total energy (eV) = -36345.5312
- LUMO (eV) = -1.368

Last column: Löwdin charge in e.
Geometry (Å):
1 Cl -1.2699 -2.2624 -1.0584  0.06
2 S 1.9834 0.6994 0.9879  0.65
3 S 0.7738 -2.2164 -1.0533  0.32
4 C 0.4757 0.1918 0.4368  -0.85
5 C -0.5525 1.1833 0.1436  -0.19
6 H 0.9166 -0.9672 -0.6817  -0.29
7 H -0.3299 1.6146 -0.8496  0.10
8 H -1.5908 0.6443 0.1362  0.10
9 H 0.1743 -0.7453 0.9707  0.03
10 H -0.5806 1.8580 0.9677  0.06

Atomic forces in eV per Å
0.3 0.1 0.0
-1.2 -0.7 -1.3
-0.2 -2.0 -1.0
2.1 0.6 5.1
-2.7 -1.7 -1.9
0.2 0.6 -0.3
-0.4 0.4 0.7
1.7 1.1 -0.3
0.0 0.6 -1.1
0.1 0.9 0.2

=====

# 4
Computed, not measured: C2H5CuO2 as an isolated structure at a distorted geometry, with the ωB97M-V functional and the def2-TZVPD basis.

Calculated values
- ⟨S²⟩ = 0.767
- spin multiplicity = 2
- molar mass (g/mol) = 124.61
- net charge = +1
- total energy (eV) = -50878.1644
- LUMO (spin up / spin down) (eV) = -5.233 / -8.256

Last column: Löwdin charge in e.
Geometry (Å):
1 Cu 1.3105 0.8917 -0.1944  0.73
2 O -0.7515 1.0808 -0.3368  -0.01
3 O 1.1798 -1.1730 0.5312  -0.11
4 C -1.7695 0.4261 -0.1236  -0.22
5 C -1.7330 -0.9947 0.2446  0.02
6 H -2.4942 -1.2541 0.9905  0.10
7 H 1.9059 -1.7396 0.8361  0.06
8 H -0.3803 -1.3807 0.4819  0.17
9 H -2.7458 0.8195 -0.4685  0.15
10 H -1.8118 -1.6254 -0.6507  0.11

Atomic forces in eV per Å
-0.8 -0.9 0.3
-0.2 0.2 0.4
0.0 1.7 -0.8
0.9 -0.3 -1.6
2.6 -1.2 0.5
0.6 -0.2 0.0
-0.4 -0.6 0.3
-2.5 0.8 0.2
0.2 0.3 0.6
-0.4 0.2 0.0

=====

# 5
Computed, not measured: one molecule with the formula C2H5F2N at a distorted geometry, with the ωB97M-V functional and the def2-TZVPD basis.

Calculated values
- molar mass (g/mol) = 81.06
- total energy (eV) = -9080.0666
- LUMO (eV) = 1.039

Last column: Löwdin charge in e.
Geometry (Å):
1 F 1.2818 0.1633 -1.1525  -0.02
2 F 1.2242 0.2353 1.0897  0.06
3 N 0.0328 -1.3857 -0.0282  0.10
4 C -0.6803 0.9976 0.0202  -0.01
5 C 0.4291 -0.0147 0.0115  -0.63
6 H 0.3636 -1.8801 0.8122  0.10
7 H -0.4798 2.0218 0.0370  0.05
8 H -1.3395 1.0655 -0.8635  0.09
9 H 0.5607 -1.8133 -0.8458  0.12
10 H -1.3924 0.6103 0.9196  0.15

Atomic forces in eV per Å
-1.0 0.2 1.4
0.1 -0.1 0.0
1.2 -0.9 -0.9
-3.4 -2.1 1.1
1.1 0.3 -1.7
-0.3 0.5 -0.5
1.4 1.5 1.1
0.4 -1.3 0.0
-1.0 0.6 1.4
1.7 1.4 -2.0

=====

# 6
Computed, not measured: a 2-piece molecular cluster, C2H5F2N overall at a distorted geometry, with the ωB97M-V functional and the def2-TZVPD basis.

Calculated values
- ⟨S²⟩ = 2.005
- spin multiplicity = 3
- molar mass (g/mol) = 81.06
- total energy (eV) = -9075.7305
- LUMO (spin up / spin down) (eV) = 0.835 / -0.756

Last column: Löwdin charge in e.
Geometry (Å):
1 F 0.7598 1.6569 -0.6962  0.04
2 F -0.1488 0.1474 -2.0628  0.06
3 N -1.3846 0.9454 -0.2631  0.10
4 C -0.1500 0.6370 -0.7982  -0.51
5 C 1.0138 -1.0431 0.8367  0.04
6 H -1.2670 0.8669 0.8008  0.12
7 H 0.3541 -1.8439 0.5854  -0.01
8 H 2.0083 -0.9541 0.3845  0.01
9 H -2.1475 0.3075 -0.6696  0.13
10 H 0.9620 -0.7200 1.8826  0.00

Atomic forces in eV per Å
-0.7 -0.6 -0.2
-0.3 0.5 0.5
-1.1 -1.3 0.9
0.7 0.7 -1.3
1.5 -0.5 1.9
-0.8 0.1 -2.0
-0.3 -0.2 -0.5
-0.7 0.0 -0.1
1.6 1.3 1.2
-0.1 0.1 -0.4

=====

# 7
Computed, not measured: a 2-piece molecular cluster, C2H5F2N3 overall at a distorted geometry, with the ωB97M-V functional and the def2-TZVPD basis.

Calculated values
- molar mass (g/mol) = 109.08
- net charge = +2
- total energy (eV) = -12036.7169
- LUMO (spin up / spin down) (eV) = -12.244 / -12.441

Last column: Löwdin charge in e.
Geometry (Å):
1 F -0.2682 2.6455 0.9158  0.35
2 F -0.5443 -1.5581 -0.1294  0.18
3 N 0.4856 -1.3672 -2.1116  0.30
4 N 0.3574 0.4082 -0.6072  0.30
5 N -0.4691 0.7257 2.2881  0.35
6 C -0.2484 1.4655 1.3449  0.00
7 C 0.1169 -0.7981 -0.9931  -0.44
8 H -0.6561 1.0500 3.2516  0.22
9 H 0.7362 -1.0617 -3.0371  0.17
10 H 0.5252 -2.3970 -1.9400  0.19
11 H 0.4216 1.2862 -1.0624  0.12
12 H -0.4569 -0.3991 2.0804  0.28

Atomic forces in eV per Å
0.1 -1.3 1.6
1.1 0.3 -0.3
-0.6 -2.6 1.8
-0.9 2.1 4.3
-0.2 -3.8 1.3
0.7 0.2 -6.4
-0.6 -0.1 -1.0
-0.1 0.0 0.1
0.3 0.8 0.0
-0.2 0.8 -0.9
0.5 0.4 -1.3
0.0 3.1 0.8

=====

# 8
Computed, not measured: C2H5F2NOS as an isolated structure at a distorted geometry, with the ωB97M-V functional and the def2-TZVPD basis.

Calculated values
- molar mass (g/mol) = 129.13
- total energy (eV) = -21960.6335
- LUMO (eV) = 0.354

Last column: Löwdin charge in e.
Geometry (Å):
1 S 1.4114 1.6137 0.1845  0.88
2 F -0.9865 0.3114 -1.1138  -0.01
3 F -1.3765 2.3256 -0.2233  0.06
4 O 1.8524 0.5305 1.0064  -0.54
5 N 1.6997 1.2027 -1.4160  -0.27
6 C -0.9460 1.1106 0.0309  -0.54
7 C -1.5450 0.3391 1.1366  -0.03
8 H -1.1602 0.7273 2.1331  0.11
9 H 1.1575 1.6524 -2.1938  0.08
10 H -1.1370 -0.6630 0.9725  0.09
11 H -2.6346 0.3546 1.2406  0.09
12 H 2.0077 0.2179 -1.6400  0.08

Atomic forces in eV per Å
-3.9 0.1 -1.9
-0.2 1.2 0.5
-1.2 0.8 -0.5
1.4 -1.5 1.2
0.4 -0.7 -1.3
3.2 -0.7 -0.6
1.0 0.4 1.9
-0.3 -0.5 -1.2
0.7 -0.5 1.4
-0.4 0.0 0.4
0.1 -0.1 -0.6
-0.8 1.5 0.7

=====

# 9
Computed, not measured: a 2-piece molecular cluster, C2H5F2NS overall at a distorted geometry, with the ωB97M-V functional and the def2-TZVPD basis.

Calculated values
- molar mass (g/mol) = 113.13
- total energy (eV) = -19913.4737
- LUMO (eV) = 0.002

Last column: Löwdin charge in e.
Geometry (Å):
1 S -2.0465 -0.2230 -0.1561  0.75
2 F 0.1974 -2.1018 -0.3560  -0.59
3 F 1.7903 0.2781 -0.7178  0.18
4 N 0.8251 0.1654 1.2206  0.24
5 C -0.5617 0.5331 -0.8025  -0.50
6 C 0.6700 0.2187 -0.0634  -0.44
7 H 0.0156 0.2565 1.8632  0.15
8 H 1.7665 0.3321 1.6156  0.17
9 H -0.5918 1.5604 -0.5408  0.07
10 H -0.5428 0.3977 -1.9814  0.15
11 H -1.5219 -1.4171 -0.0815  -0.16

Atomic forces in eV per Å
-1.0 1.4 0.5
0.1 1.3 0.1
0.0 0.1 -0.2
-0.1 1.2 1.5
-0.2 -1.0 -2.2
0.3 -2.3 -0.6
0.7 -0.4 -0.9
-0.9 -0.5 -0.5
-0.7 1.6 -0.3
0.7 0.2 2.7
1.0 -1.5 -0.1

=====

# 10
Computed, not measured: one molecule with the formula C2H5F2NS at a distorted geometry, with the ωB97M-V functional and the def2-TZVPD basis.

Calculated values
- molar mass (g/mol) = 113.13
- total energy (eV) = -19914.1201
- LUMO (eV) = 0.658

Last column: Löwdin charge in e.
Geometry (Å):
1 S 2.3196 -0.5001 0.7337  0.67
2 F -2.3838 0.6779 0.1730  0.05
3 F -1.3195 -1.2954 0.3999  0.00
4 N 1.0080 -0.3105 -0.4345  -0.43
5 C -1.3002 -0.0244 -0.2508  -0.39
6 C -0.0723 0.7088 0.0744  -0.19
7 H 1.3407 0.0737 -1.2935  0.03
8 H 0.0141 1.5930 -0.5733  0.12
9 H 1.8681 -1.7227 1.1770  -0.13
10 H -0.0162 0.9637 1.2406  0.16
11 H -1.4585 -0.1640 -1.2464  0.12

Atomic forces in eV per Å
-1.1 -0.8 -0.7
-0.4 0.0 0.5
-0.1 1.8 -0.8
-0.5 1.5 2.4
-1.0 -1.0 3.3
2.2 -0.9 1.0
0.7 0.1 -0.4
-0.3 0.0 0.6
0.4 0.7 -0.2
0.1 -0.6 -2.8
-0.1 -0.9 -2.9

=====

What did the tenth record say?
Computed, not measured: one molecule with the formula C2H5F2NS at a distorted geometry, with the ωB97M-V functional and the def2-TZVPD basis.

Calculated values
- molar mass (g/mol) = 113.13
- total energy (eV) = -19914.1201
- LUMO (eV) = 0.658

Last column: Löwdin charge in e.
Geometry (Å):
1 S 2.3196 -0.5001 0.7337  0.67
2 F -2.3838 0.6779 0.1730  0.05
3 F -1.3195 -1.2954 0.3999  0.00
4 N 1.0080 -0.3105 -0.4345  -0.43
5 C -1.3002 -0.0244 -0.2508  -0.39
6 C -0.0723 0.7088 0.0744  -0.19
7 H 1.3407 0.0737 -1.2935  0.03
8 H 0.0141 1.5930 -0.5733  0.12
9 H 1.8681 -1.7227 1.1770  -0.13
10 H -0.0162 0.9637 1.2406  0.16
11 H -1.4585 -0.1640 -1.2464  0.12

Atomic forces in eV per Å
-1.1 -0.8 -0.7
-0.4 0.0 0.5
-0.1 1.8 -0.8
-0.5 1.5 2.4
-1.0 -1.0 3.3
2.2 -0.9 1.0
0.7 0.1 -0.4
-0.3 0.0 0.6
0.4 0.7 -0.2
0.1 -0.6 -2.8
-0.1 -0.9 -2.9